[1]
{
  "formula": "C5H14N2O",
  "method": "wB97M-V/def2-TZVPD",
  "symbols": ["C", "N", "C", "C", "C", "O", "C", "N", "H", "H", "H", "H", "H", "H", "H", "H", "H", "H", "H", "H", "H", "H"],
  "coordinates": [[-0.19, -0.26, -0.09], [-1.26, -1.16, -0.10], [-2.15, -0.99, 0.88], [-2.27, 0.00, 1.84], [3.80, -1.16, 0.35], [1.96, 1.44, 0.39], [-0.56, 1.02, -0.92], [-0.97, 0.67, -2.24], [0.69, -0.73, -0.53], [0.07, 0.07, 0.92], [3.68, -0.90, -0.71], [-3.10, -0.11, 2.53], [-2.95, -1.73, 0.87], [-1.64, 0.88, 1.80], [3.08, -1.91, 0.66], [4.82, -1.54, 0.47], [3.62, -0.16, 0.76], [2.83, 1.86, 0.35], [-1.37, 1.49, -0.34], [0.30, 1.68, -0.88], [-0.58, 1.15, -3.03], [-1.21, -0.29, -2.34]],
  "mulliken_charge": [-0.571, -0.431, 0.135, -0.609, -0.913, -0.779, -0.218, -0.415, 0.407, 0.382, 0.244, 0.272, 0.378, 0.300, 0.192, 0.317, 0.158, 0.180, 0.129, 0.378, 0.231, 0.232],
  "charge": 0,
  "homo_energy_ev": -7.473,
  "orbital_gap_ev": 3.663,
  "de_lowest_kj_mol": 809.6
}


[2]
{
  "formula": "C5H12N2",
  "method": "wB97M-V/def2-TZVPD",
  "symbols": ["C", "C", "N", "N", "C", "H", "H", "H", "H", "H", "H", "H", "H", "C", "C", "H", "H", "H", "H"],
  "coordinates": [[-1.45, -0.90, 1.66], [-1.31, -0.84, 0.17], [-2.13, -1.64, -0.55], [-0.31, 1.30, 0.18], [-0.37, 0.01, -0.45], [-2.16, -1.51, -1.55], [-2.96, -2.01, -0.12], [0.71, 1.59, 0.02], [-1.05, 1.94, -0.11], [-0.44, 0.01, -1.54], [-2.43, -0.54, 1.98], [-1.36, -1.94, 2.00], [-0.70, -0.27, 2.12], [2.37, 0.66, -0.07], [3.06, 1.08, -1.12], [4.06, 1.51, -1.07], [2.82, 0.75, 0.92], [1.02, -0.20, -0.34], [2.65, 1.01, -2.13]],
  "mulliken_charge": [-1.324, 0.824, -0.396, -0.540, -0.587, 0.247, 0.231, 0.266, 0.187, 0.256, 0.339, 0.381, 0.337, -0.847, -0.450, 0.272, 0.252, 0.358, 0.196],
  "charge": 0,
  "homo_energy_ev": -7.087,
  "orbital_gap_ev": 7.750,
  "de_lowest_kj_mol": 449.3
}


[3]
{
  "formula": "C4H4N2O",
  "method": "wB97M-V/def2-TZVPD",
  "symbols": ["C", "C", "C", "C", "N", "N", "O", "H", "H", "H", "H"],
  "coordinates": [[1.32, -0.27, -0.43], [0.89, 1.64, 0.48], [-1.62, -1.79, -0.17], [1.87, 0.98, -0.04], [0.78, -1.21, -0.79], [-0.09, 2.14, 0.99], [-1.80, -0.63, -0.31], [-1.08, -2.07, 0.75], [-1.94, -2.65, -0.75], [2.75, 1.50, -0.36], [-1.08, 2.36, 0.63]],
  "mulliken_charge": [0.415, 0.502, -0.112, -0.762, -0.423, -0.415, -0.401, 0.226, 0.276, 0.353, 0.342],
  "charge": 0,
  "smiles": "N#CC=C=N.C=O",
  "homo_energy_ev": -9.383,
  "orbital_gap_ev": 10.015,
  "de_lowest_kj_mol": 330.7
}


[4]
{
  "formula": "C31H45IrNO2P2S4",
  "method": "wB97M-V/def2-TZVPD",
  "symbols": ["Ir", "C", "C", "S", "C", "C", "S", "H", "H", "H", "H", "H", "H", "C", "P", "C", "C", "C", "P", "C", "C", "H", "H", "H", "H", "H", "H", "H", "H", "H", "H", "H", "H", "H", "H", "H", "H", "O", "S", "C", "C", "C", "C", "S", "O", "C", "C", "C", "C", "C", "C", "C", "C", "C", "C", "C", "C", "H", "H", "H", "H", "H", "H", "H", "H", "H", "H", "H", "H", "H", "H", "H", "H", "H", "H", "C", "C", "C", "N", "C", "C", "H", "H", "H", "H", "H"],
  "coordinates": [[-0.35, -0.43, 1.82], [-0.65, 4.17, 2.28], [-0.30, 2.71, 2.39], [-1.30, 1.64, 1.53], [0.78, 2.28, 3.17], [1.61, 3.26, 3.93], [1.20, 0.65, 3.27], [-1.38, 4.34, 1.50], [0.24, 4.76, 2.06], [-1.06, 4.54, 3.23], [2.22, 3.85, 3.23], [2.29, 2.76, 4.61], [0.99, 3.96, 4.49], [-1.07, -1.97, 4.76], [-1.61, -0.67, 3.64], [-1.89, 0.72, 4.77], [-3.29, -1.07, 3.05], [-3.21, -2.09, 1.92], [-2.04, -1.50, 0.62], [-1.79, -3.00, -0.37], [-3.04, -0.43, -0.44], [-1.88, -2.19, 5.47], [-0.20, -1.62, 5.32], [-0.79, -2.89, 4.25], [-2.56, 0.34, 5.54], [-2.36, 1.55, 4.26], [-0.96, 1.04, 5.23], [-3.71, -0.13, 2.70], [-3.90, -1.41, 3.89], [-4.19, -2.29, 1.48], [-2.83, -3.05, 2.29], [-1.89, -2.75, -1.43], [-2.56, -3.74, -0.11], [-0.81, -3.44, -0.22], [-3.90, -0.98, -0.83], [-2.42, -0.10, -1.27], [-3.39, 0.44, 0.10], [1.75, 1.11, 0.48], [2.58, 2.11, -0.27], [3.12, 1.35, -1.82], [2.03, 0.97, -2.83], [2.42, -0.26, -3.66], [2.38, -1.59, -2.92], [0.77, -2.24, -2.35], [0.19, -1.33, -1.30], [-0.19, -2.01, -3.84], [-1.05, -0.93, -3.95], [-1.79, -0.78, -5.11], [-1.65, -1.69, -6.15], [-0.79, -2.77, -6.03], [-0.06, -2.94, -4.86], [1.46, 3.33, -0.93], [1.97, 4.57, -1.28], [1.12, 5.53, -1.79], [-0.24, 5.26, -1.92], [-0.74, 4.02, -1.55], [0.11, 3.04, -1.05], [3.70, 0.49, -1.49], [3.83, 2.07, -2.24], [1.85, 1.82, -3.49], [1.10, 0.77, -2.31], [3.43, -0.12, -4.04], [1.77, -0.33, -4.54], [2.99, -1.60, -2.02], [2.75, -2.40, -3.56], [-1.14, -0.23, -3.13], [-2.46, 0.06, -5.22], [-2.23, -1.56, -7.06], [-0.69, -3.49, -6.83], [0.61, -3.79, -4.75], [3.03, 4.78, -1.15], [1.50, 6.50, -2.08], [-0.90, 6.02, -2.32], [-1.80, 3.82, -1.64], [-0.26, 2.07, -0.74], [2.75, -4.24, 1.78], [1.41, -4.48, 2.08], [0.53, -3.42, 2.07], [0.90, -2.16, 1.81], [2.19, -1.93, 1.51], [3.13, -2.94, 1.49], [3.47, -5.04, 1.79], [1.06, -5.47, 2.30], [-0.52, -3.58, 2.27], [2.44, -0.90, 1.26], [4.16, -2.70, 1.25]],
  "mulliken_charge": [1.635, -1.921, 0.615, -0.322, 0.959, -1.616, -0.425, 0.490, 0.381, 0.418, 0.310, 0.504, 0.370, -1.165, 0.817, -1.294, -1.081, -1.170, 0.839, -1.571, -1.086, 0.484, 0.373, 0.269, 0.553, 0.377, 0.375, 0.329, 0.615, 0.641, 0.367, 0.352, 0.693, 0.263, 0.498, 0.050, 0.437, 0.030, -0.171, -0.923, 0.730, -1.350, -0.831, 0.139, -0.558, 0.652, 0.078, -0.937, -0.506, -0.723, -0.559, 0.947, -0.819, -0.683, -0.610, -0.982, 0.084, 0.486, 0.542, 0.509, -0.683, 0.478, 0.456, 0.496, 0.655, 0.143, 0.467, 0.417, 0.439, 0.466, 0.497, 0.437, 0.429, 0.517, 0.270, -0.457, -1.320, -0.095, 0.105, -0.031, -0.927, 0.445, 0.508, 0.563, 0.273, 0.545],
  "charge": 2,
  "multiplicity": 2,
  "homo_energy_ev": [-12.893, -13.443],
  "orbital_gap_ev": [7.336, 6.340],
  "de_lowest_kj_mol": 0.0
}


[5]
{
  "formula": "C5H6N2",
  "method": "wB97M-V/def2-TZVPD",
  "symbols": ["C", "C", "C", "C", "C", "H", "H", "H", "H", "H", "H", "N", "N"],
  "coordinates": [[0.96, -0.12, -0.20], [0.38, 1.04, -0.27], [-1.01, 1.26, 0.02], [-1.89, 0.09, 0.09], [-1.23, -1.05, -0.02], [3.01, 0.82, -0.17], [2.02, 0.22, 1.32], [1.11, 1.84, -0.08], [-1.42, 2.17, 0.21], [-3.00, 0.22, 0.53], [-1.92, -1.86, -0.17], [2.33, -0.29, 0.14], [0.09, -1.24, -0.06]],
  "mulliken_charge": [0.583, -0.599, -0.301, -0.345, -0.075, 0.347, 0.391, 0.209, 0.479, 0.251, 0.361, -0.709, -0.591],
  "charge": 0,
  "homo_energy_ev": -9.317,
  "orbital_gap_ev": 9.653,
  "de_lowest_kj_mol": 428.7
}


[6]
{
  "formula": "C5H8O2",
  "method": "wB97M-V/def2-TZVPD",
  "symbols": ["C", "C", "O", "C", "C", "C", "O", "H", "H", "H", "H", "H", "H", "H", "H"],
  "coordinates": [[-1.88, -0.25, -0.20], [-0.72, 0.70, 0.04], [-0.25, 0.68, 1.42], [1.10, 0.45, 1.00], [1.11, -0.92, 0.34], [0.66, 0.31, -0.41], [1.26, 0.74, -1.57], [-1.52, -1.28, -0.29], [-2.56, -0.20, 0.65], [-2.43, 0.01, -1.11], [-0.96, 1.73, -0.27], [1.88, 0.99, 1.55], [1.90, -1.45, -0.18], [0.46, -1.63, 0.84], [1.94, 0.11, -1.81]],
  "mulliken_charge": [-1.275, 0.344, -0.428, -0.098, -0.907, 0.329, -0.526, 0.291, 0.314, 0.341, 0.370, 0.404, 0.276, 0.245, 0.321],
  "charge": 0,
  "smiles": "C[C@H]1O[C@H]2C[C@]21O",
  "homo_energy_ev": -9.094,
  "orbital_gap_ev": 9.896,
  "de_lowest_kj_mol": 274.4
}


[7]
{
  "formula": "C3H6Br3OP",
  "method": "wB97M-V/def2-TZVPD",
  "symbols": ["C", "C", "C", "O", "P", "Br", "Br", "Br", "H", "H", "H", "H", "H", "H"],
  "coordinates": [[-0.92, -0.56, -1.02], [-1.38, 1.03, 0.84], [-0.51, 0.35, -0.15], [2.03, 0.05, -1.13], [1.30, 0.69, -0.09], [1.84, -3.77, -0.42], [1.39, 2.94, -0.22], [1.90, 0.16, 1.96], [-1.96, -0.77, -1.18], [1.12, -2.56, -0.38], [-0.20, -1.10, -1.63], [-2.41, 1.26, 0.56], [-1.38, 0.30, 1.66], [-0.83, 1.97, 1.20]],
  "mulliken_charge": [-0.960, -1.158, 0.706, -0.539, 0.782, -0.191, -0.210, -0.125, 0.291, 0.150, 0.318, 0.388, 0.301, 0.247],
  "charge": 0,
  "smiles": "C=C(C)P(=O)(Br)Br.Br",
  "homo_energy_ev": -10.698,
  "orbital_gap_ev": 10.377,
  "de_lowest_kj_mol": 29.2
}


[8]
{
  "formula": "C26H25NP",
  "method": "wB97M-V/def2-TZVPD",
  "symbols": ["C", "C", "C", "C", "P", "C", "C", "C", "C", "C", "C", "C", "C", "C", "C", "C", "C", "C", "C", "H", "H", "H", "H", "H", "H", "H", "H", "H", "H", "H", "H", "H", "H", "H", "C", "N", "C", "C", "C", "C", "C", "C", "C", "H", "H", "H", "H", "H", "H", "H", "H", "H", "H"],
  "coordinates": [[2.64, 2.22, 2.79], [2.98, 1.53, 1.62], [2.02, 0.91, 0.82], [0.67, 0.99, 1.20], [-0.60, 0.07, 0.34], [-0.62, -1.53, 1.10], [-1.60, -2.44, 0.71], [-1.73, -3.63, 1.42], [-0.89, -3.88, 2.52], [0.06, -2.94, 2.93], [0.21, -1.76, 2.20], [-2.14, 0.84, 0.95], [-2.63, 2.08, 0.51], [-3.73, 2.67, 1.14], [-4.31, 2.05, 2.26], [-3.76, 0.89, 2.80], [-2.67, 0.31, 2.15], [0.32, 1.65, 2.39], [1.30, 2.24, 3.18], [3.39, 2.74, 3.40], [4.02, 1.46, 1.31], [2.30, 0.38, -0.09], [-2.29, -2.19, -0.10], [-2.49, -4.34, 1.12], [-0.95, -4.83, 3.05], [0.69, -3.09, 3.80], [0.94, -1.00, 2.51], [-2.15, 2.57, -0.33], [-4.11, 3.61, 0.73], [-5.21, 2.47, 2.72], [-4.17, 0.41, 3.69], [-2.22, -0.57, 2.62], [-0.71, 1.71, 2.73], [1.01, 2.75, 4.10], [1.49, -1.98, -1.74], [1.08, -0.56, -1.85], [1.41, -0.05, -3.14], [2.74, 0.40, -3.34], [3.12, 0.97, -4.56], [2.24, 0.97, -5.66], [0.96, 0.42, -5.48], [0.53, -0.07, -4.24], [-0.29, -0.18, -1.33], [2.23, -2.22, -2.53], [1.97, -2.19, -0.76], [0.62, -2.64, -1.91], [3.46, 0.29, -2.53], [4.13, 1.35, -4.67], [2.57, 1.39, -6.61], [0.29, 0.33, -6.34], [-0.46, -0.53, -4.16], [-0.64, 0.83, -1.69], [-0.99, -0.88, -1.80]],
  "mulliken_charge": [-0.578, -0.707, -0.048, -0.022, 2.337, -0.109, -0.228, -0.788, -0.500, -0.801, -0.067, 0.144, -0.420, -0.832, -0.406, -0.827, 0.008, -0.223, -0.824, 0.404, 0.459, 0.234, 0.380, 0.440, 0.432, 0.451, 0.299, 0.425, 0.415, 0.409, 0.429, 0.284, 0.205, 0.447, -0.988, 0.511, -0.156, -0.046, -0.712, -0.446, -0.746, -0.011, -1.193, 0.503, 0.206, 0.308, 0.384, 0.369, 0.396, 0.368, 0.332, 0.532, 0.568],
  "charge": 1,
  "homo_energy_ev": -11.258,
  "orbital_gap_ev": 8.617
}


Number 1: M 118.18 g/mol. Number 2: M 100.16 g/mol. Number 3: M 96.09 g/mol. Number 4: M 846.14 g/mol. Number 5: M 94.12 g/mol. Number 6: M 100.12 g/mol. Number 7: M 328.77 g/mol. Number 8: M 382.47 g/mol.